{
  "formula": "C66H154",
  "method": "wB97M-V/def2-TZVPD",
  "largest_force_ev_per_a": 4.309,
  "smiles": "CCCCCC.CCCCCC.CCCCCC.CCCCCC.CCCCCC.CCCCCC.CCCCCC.CCCCCC.CCCCCC.CCCCCC.CCCCCC",
  "charge": 0,
  "e_above_lowest_kj_mol": 409.77,
  "homo_lumo_gap_ev": 11.198,
  "symbols": ["C", "C", "C", "C", "C", "C", "H", "H", "H", "H", "H", "H", "H", "H", "H", "H", "H", "H", "H", "H", "C", "C", "C", "C", "C", "C", "H", "H", "H", "H", "H", "H", "H", "H", "H", "H", "H", "H", "H", "H", "C", "C", "C", "C", "C", "C", "H", "H", "H", "H", "H", "H", "H", "H", "H", "H", "H", "H", "H", "H", "C", "C", "C", "C", "C", "C", "H", "H", "H", "H", "H", "H", "H", "H", "H", "H", "H", "H", "H", "H", "C", "C", "C", "C", "C", "C", "H", "H", "H", "H", "H", "H", "H", "H", "H", "H", "H", "H", "H", "H", "C", "C", "C", "C", "C", "C", "H", "H", "H", "H", "H", "H", "H", "H", "H", "H", "H", "H", "H", "H", "C", "C", "C", "C", "C", "C", "H", "H", "H", "H", "H", "H", "H", "H", "H", "H", "H", "H", "H", "H", "C", "C", "C", "C", "C", "C", "H", "H", "H", "H", "H", "H", "H", "H", "H", "H", "H", "H", "H", "H", "C", "C", "C", "C", "C", "C", "H", "H", "H", "H", "H", "H", "H", "H", "H", "H", "H", "H", "H", "H", "C", "C", "C", "C", "C", "C", "H", "H", "H", "H", "H", "H", "H", "H", "H", "H", "H", "H", "H", "H", "C", "C", "C", "C", "C", "C", "H", "H", "H", "H", "H", "H", "H", "H", "H", "H", "H", "H", "H", "H"],
  "positions_angstrom": [[-3.51733, -5.71088, -1.65837], [-2.08276, -5.64039, -1.16674], [-1.76071, -6.79857, -0.19941], [-0.48240, -6.54395, 0.62157], [0.84564, -6.32697, -0.13287], [1.34466, -7.56265, -0.83612], [-3.78256, -6.68233, -2.08357], [-3.85212, -4.98086, -2.35617], [-4.16093, -5.65829, -0.76448], [-1.37687, -5.77233, -2.02727], [-1.93276, -4.61261, -0.67869], [-1.70047, -7.66324, -0.80573], [-2.51673, -7.01907, 0.58190], [-0.61285, -5.71094, 1.29290], [-0.30796, -7.43322, 1.21981], [0.73167, -5.42476, -0.72276], [1.55366, -5.98608, 0.58822], [0.85381, -7.75887, -1.80547], [2.42446, -7.50220, -1.08738], [1.28112, -8.45149, -0.16984], [-1.56065, 0.37921, 8.07443], [-0.21642, -0.15745, 8.31807], [0.49306, -0.54218, 7.03736], [1.68449, -1.36320, 7.33294], [2.63189, -1.97827, 6.28823], [1.78515, -3.10969, 5.53059], [-2.08601, 0.57921, 9.05723], [-2.30005, -0.26504, 7.66090], [-1.47042, 1.39591, 7.58339], [0.36379, 0.57468, 8.92922], [-0.30336, -1.01494, 8.96392], [0.74167, 0.36415, 6.48065], [-0.23767, -1.12668, 6.45060], [2.25149, -0.69055, 7.92555], [1.25897, -2.12998, 7.97789], [3.13554, -1.31389, 5.52476], [3.43560, -2.56963, 6.75219], [2.34005, -3.84860, 5.03268], [1.27288, -3.68032, 6.30558], [1.09018, -2.70123, 4.84313], [-2.75922, 4.08476, -0.96550], [-1.95194, 3.86637, 0.34139], [-0.57646, 4.58155, 0.38443], [0.46987, 3.97561, -0.63484], [1.73185, 4.69492, -0.69616], [2.78518, 3.99230, -1.56961], [-2.71995, 5.16556, -1.12041], [-3.77321, 3.72222, -0.77364], [-2.39575, 3.63572, -1.85499], [-2.66943, 4.14218, 1.08902], [-1.76843, 2.77491, 0.35114], [-0.12418, 4.46913, 1.33708], [-0.56924, 5.63781, 0.22074], [0.76005, 3.01718, -0.17255], [0.12491, 3.64843, -1.60726], [1.54308, 5.72851, -0.95511], [2.09470, 4.68156, 0.34932], [2.21545, 3.57676, -2.38253], [3.62528, 4.59630, -1.93423], [3.18962, 3.18325, -0.98639], [-3.36367, 1.62510, -4.68244], [-3.86106, 0.58803, -3.58023], [-2.70546, -0.13987, -3.05648], [-3.12657, -1.35993, -2.28822], [-3.61404, -1.20706, -0.84679], [-2.54222, -0.56037, 0.09394], [-2.59631, 2.22775, -4.27140], [-4.19833, 2.23427, -5.02832], [-2.97439, 1.07187, -5.56691], [-4.29361, 1.18095, -2.80189], [-4.71365, -0.10456, -3.83789], [-1.97340, 0.51091, -2.50365], [-2.08022, -0.58239, -3.87132], [-3.85409, -1.91686, -2.87647], [-2.28513, -2.03158, -2.16571], [-4.55216, -0.59727, -0.78212], [-3.79505, -2.21188, -0.44403], [-2.32244, 0.47475, -0.16247], [-3.02446, -0.57920, 1.07724], [-1.69234, -1.24569, 0.13402], [2.91048, -5.20439, -4.58232], [2.05864, -3.92523, -4.60845], [0.66376, -4.15008, -4.06630], [-0.36831, -3.01152, -4.36098], [-0.89991, -2.99588, -5.82207], [-1.63634, -4.19171, -6.22261], [3.07096, -5.40827, -3.51367], [3.88694, -5.03782, -5.05939], [2.32422, -5.99326, -5.09370], [2.57214, -3.10580, -4.11422], [1.93147, -3.64680, -5.64863], [0.84938, -4.21964, -2.99096], [0.23603, -5.10740, -4.43324], [-1.12840, -3.11276, -3.60025], [0.06226, -2.01114, -4.07890], [-1.49727, -2.07207, -5.91197], [-0.01874, -2.81757, -6.45689], [-1.11868, -5.08296, -5.87668], [-2.66184, -4.22790, -5.76349], [-1.73252, -4.21970, -7.31194], [2.25031, 3.16719, 5.14911], [3.27473, 3.67689, 4.06471], [3.82488, 2.64700, 3.12508], [4.77678, 3.22863, 2.09423], [6.27739, 3.36827, 2.45001], [6.94659, 1.96127, 2.45707], [2.73947, 2.41787, 5.75677], [1.29099, 2.80153, 4.77048], [2.01817, 3.99755, 5.75155], [2.83035, 4.56679, 3.61715], [4.18054, 3.98449, 4.58035], [2.98193, 2.22820, 2.55588], [4.29279, 1.74894, 3.67099], [4.78282, 2.48979, 1.21783], [4.41446, 4.13828, 1.65256], [6.75173, 4.03307, 1.77492], [6.40863, 3.87635, 3.44889], [6.24814, 1.27620, 2.88666], [7.17011, 1.71226, 1.44428], [7.80637, 2.02155, 3.09441], [-6.73910, -4.08599, 1.92297], [-5.24547, -4.15352, 1.77838], [-4.43261, -3.79178, 3.03097], [-2.88223, -3.66540, 2.83895], [-2.20019, -3.20972, 4.11976], [-2.19965, -4.24362, 5.18165], [-7.09706, -3.16968, 2.38146], [-7.12409, -4.87751, 2.60066], [-7.19972, -4.19912, 0.89078], [-4.96463, -5.18438, 1.43534], [-4.98445, -3.47062, 0.98025], [-4.80532, -4.43665, 3.90394], [-4.73780, -2.78251, 3.20484], [-2.48468, -4.61319, 2.49168], [-2.73049, -2.96154, 2.03328], [-1.18010, -2.87903, 3.97272], [-2.60492, -2.28462, 4.47393], [-1.39382, -3.93576, 5.85525], [-3.10110, -4.31457, 5.75776], [-1.92952, -5.20873, 4.79977], [9.54635, 3.85730, -1.71686], [8.32959, 3.63745, -0.81789], [6.98097, 3.24617, -1.51856], [7.18822, 2.09379, -2.45748], [5.83330, 1.61604, -3.04204], [5.92156, 0.28120, -3.79933], [9.51209, 4.63993, -2.45451], [9.75340, 2.91249, -2.21206], [10.43323, 4.13294, -1.12091], [8.58207, 2.87708, -0.12161], [8.13495, 4.49896, -0.14462], [6.57548, 4.08946, -2.11293], [6.18055, 3.05834, -0.78669], [7.90470, 2.32331, -3.23419], [7.66498, 1.23963, -1.91864], [5.05085, 1.54612, -2.26284], [5.43632, 2.45260, -3.59942], [5.07570, -0.00399, -4.42645], [6.85824, 0.27780, -4.38600], [6.02983, -0.44558, -2.97440], [-1.74661, 5.41692, -10.27050], [-1.60992, 5.61634, -8.74666], [-0.63895, 4.56188, -8.06752], [-1.20997, 3.14557, -8.03749], [-0.11321, 2.04833, -8.15906], [0.70612, 1.88186, -6.88693], [-2.38159, 4.53203, -10.45352], [-0.75342, 5.37534, -10.72831], [-2.17476, 6.27929, -10.69697], [-1.23869, 6.64151, -8.68443], [-2.61817, 5.64881, -8.34457], [-0.36193, 4.78806, -7.06288], [0.21716, 4.57570, -8.84194], [-1.76364, 2.98976, -7.04974], [-1.86232, 3.04122, -8.86042], [-0.45971, 1.04202, -8.37666], [0.48414, 2.32761, -9.04338], [1.05125, 2.84090, -6.46502], [0.09732, 1.42184, -6.01563], [1.43825, 1.15855, -7.12075], [-5.41508, 1.14847, 2.21718], [-4.87536, 1.70605, 3.53498], [-5.49255, 1.16219, 4.84876], [-4.71760, 1.76515, 6.01840], [-4.51666, 3.27024, 6.12003], [-5.73199, 4.16549, 5.82813], [-5.45057, 0.06529, 2.14586], [-4.77505, 1.54408, 1.45004], [-6.45386, 1.39788, 2.09166], [-3.74023, 1.61514, 3.40801], [-5.08613, 2.76298, 3.68361], [-5.48056, 0.10251, 4.82649], [-6.50811, 1.52219, 4.78457], [-5.12111, 1.40441, 7.01407], [-3.63850, 1.45794, 6.04461], [-4.12906, 3.45584, 7.12700], [-3.73342, 3.61073, 5.47470], [-5.94382, 4.14299, 4.76781], [-6.59476, 3.87100, 6.45413], [-5.54042, 5.18841, 6.04726], [2.41482, -0.15769, -1.78388], [1.37826, -0.67826, -0.70407], [1.22366, 0.07397, 0.64435], [0.65218, -0.69848, 1.74905], [0.56437, 0.14644, 3.02501], [-0.40401, 1.25878, 2.94697], [2.02848, 0.70198, -2.29972], [2.53142, -0.90132, -2.53237], [3.33621, -0.09095, -1.23453], [0.42173, -0.68111, -1.23302], [1.64687, -1.71502, -0.53878], [0.66638, 1.03240, 0.47263], [2.24737, 0.37303, 0.90932], [-0.29187, -1.26580, 1.47593], [1.30836, -1.52086, 2.05059], [0.17744, -0.48399, 3.86535], [1.56110, 0.53421, 3.33204], [-1.25748, 0.91408, 2.23164], [-0.92208, 1.50851, 3.87527], [-0.04890, 2.18036, 2.34257]],
  "forces_ev_per_angstrom": [[-0.616, -1.122, 1.246], [0.296, 0.639, 0.039], [0.254, 1.594, 1.087], [0.620, -0.863, -0.760], [-1.172, 0.375, 0.250], [0.977, -0.566, -0.616], [0.336, -0.109, -0.148], [0.076, 0.868, -0.544], [0.000, 0.254, -0.291], [-0.405, 0.548, 0.649], [0.102, -1.364, -0.631], [0.303, -1.208, -0.502], [-0.179, 0.430, -0.675], [-0.336, 0.377, 0.283], [-0.120, -0.149, 0.469], [0.016, -0.070, -0.899], [0.745, -0.099, 0.821], [-0.108, -0.067, 0.541], [-0.499, 0.204, 0.124], [-0.278, 0.476, -0.470], [-1.539, 2.891, 1.744], [1.091, 0.060, 0.622], [-1.196, 0.199, -1.311], [1.255, -0.198, 0.141], [-1.079, -1.751, -1.730], [0.594, 1.186, 1.842], [0.759, 0.177, -0.670], [-0.129, -0.622, -1.266], [-0.537, -1.229, 0.097], [-0.158, -0.370, -0.576], [0.073, -0.669, 0.250], [-0.053, 0.026, -0.225], [0.145, 0.270, -0.137], [1.010, 0.335, 1.115], [0.683, -0.525, 0.149], [-0.814, -0.261, 1.005], [-0.143, 0.616, 0.321], [1.233, -0.703, -0.909], [-0.379, 0.142, 0.025], [-0.854, 0.463, -0.594], [0.097, 1.046, 1.351], [0.687, -0.715, -1.953], [0.079, -1.227, -1.782], [-1.564, -2.140, 1.660], [1.907, 1.134, 0.853], [-0.566, 0.545, 0.364], [-0.624, 0.035, -0.287], [-0.008, 0.290, -0.305], [0.612, -0.665, -0.687], [0.213, 0.142, 0.992], [0.009, 0.354, 0.686], [0.359, -0.259, 1.145], [-0.718, 0.922, -0.248], [-0.312, -0.178, -0.142], [-0.672, 0.508, -0.413], [0.272, 0.441, -0.310], [0.144, 0.502, -0.311], [0.241, -0.312, -0.790], [-0.398, 0.048, 0.124], [0.278, -0.546, 0.089], [-1.791, -2.299, -0.417], [-0.720, 1.664, -1.607], [2.137, -1.289, 0.088], [0.224, -0.767, 1.337], [-0.064, 1.186, 0.262], [-1.637, -1.049, -0.239], [0.767, 0.665, 0.407], [0.114, 0.188, 0.009], [-0.103, 0.369, 0.561], [-0.313, 0.529, 0.762], [1.038, 0.647, -0.502], [-0.793, -0.431, -0.239], [-0.440, 0.607, 0.090], [-0.183, -0.031, -0.098], [0.460, -0.235, -0.258], [0.555, -0.590, -0.032], [-0.297, 0.213, -0.127], [0.370, -0.128, -0.068], [0.367, 0.236, 0.154], [0.180, 0.546, -0.157], [-0.440, 0.693, 0.385], [-0.062, -0.492, -1.461], [-0.245, 0.576, 0.365], [1.128, 0.140, 0.381], [1.365, 2.302, 1.496], [-1.660, -1.161, -0.137], [0.078, -0.608, -0.357], [-0.335, -0.236, 0.074], [0.650, 0.128, 0.419], [-0.054, 0.166, 0.204], [0.249, 0.334, -0.424], [-0.717, -0.271, 0.219], [0.429, 0.406, 0.353], [-0.801, -0.265, -0.145], [-0.001, -0.762, -0.548], [0.007, -0.342, -0.166], [-0.213, -0.174, -0.031], [-0.027, -0.234, -0.271], [0.828, 0.054, -0.447], [-0.168, -0.251, 0.145], [1.095, -0.259, -1.497], [-0.344, -0.406, 1.748], [-0.553, -1.237, -0.548], [1.217, -1.662, -1.607], [-0.931, -0.645, 1.948], [-0.648, 2.133, 0.478], [-0.105, -0.352, 0.226], [0.315, -0.172, -0.309], [-0.296, 1.037, 1.043], [0.208, -0.165, -0.573], [-0.100, 0.674, 0.568], [0.105, -0.172, 0.069], [-0.601, 1.379, -0.541], [-0.071, 0.867, 0.864], [-0.451, 0.630, 0.064], [0.510, 0.504, -0.915], [-0.236, -0.593, -0.711], [-0.312, -0.708, 0.176], [0.362, -0.534, -0.611], [0.749, -0.355, 0.034], [-1.115, -0.865, -0.366], [1.086, -1.173, -0.079], [-0.272, -0.592, 0.127], [-1.358, -0.395, 0.323], [0.104, 0.270, -1.071], [1.046, 0.278, 1.125], [0.098, 0.435, -0.176], [0.170, 0.187, -0.563], [0.262, 0.090, 1.365], [-0.166, 0.755, 0.132], [0.389, 0.162, -0.296], [0.917, 0.825, -1.061], [-0.399, 0.859, 0.804], [0.269, -0.310, 0.032], [0.090, 0.369, -0.309], [0.565, -0.339, -0.641], [-0.937, 0.612, 0.303], [-0.159, -0.370, 0.402], [-0.595, -0.089, 0.168], [0.058, -0.631, -0.247], [0.412, -0.277, 0.695], [-1.318, 1.481, -0.071], [0.907, 1.128, -0.010], [-0.958, -1.845, 0.551], [-0.231, 0.325, 0.148], [0.853, 0.302, 0.888], [-0.650, 0.313, -0.427], [0.301, 0.025, -0.207], [-0.325, -0.360, 0.021], [0.246, -1.072, 0.563], [0.172, -0.099, -0.579], [0.382, -0.082, 0.230], [0.412, -0.253, 0.032], [-0.057, 0.269, -0.451], [-0.315, 0.393, -0.097], [0.585, -0.243, 0.127], [-0.009, 0.178, -0.866], [0.010, 0.251, 0.117], [-0.490, -0.202, 0.051], [0.021, -0.209, -0.673], [0.452, -1.278, 1.113], [0.519, -0.081, -0.214], [-0.276, 0.388, -2.808], [0.449, -0.855, 1.620], [-0.387, 0.765, 0.214], [-1.722, 0.385, 1.498], [0.541, 0.347, -0.460], [-0.106, -0.571, -0.031], [-0.971, 0.968, -0.522], [0.334, -0.096, 0.672], [-0.103, -0.237, 0.452], [0.626, 0.797, 0.447], [-0.630, -0.083, 1.708], [0.380, 0.154, -1.374], [-1.104, -0.288, -0.796], [-0.744, 0.028, -0.224], [0.248, -0.079, 0.462], [0.455, -0.482, -0.419], [0.546, 0.624, -1.502], [1.476, -0.431, 0.209], [-0.376, 0.137, 0.926], [1.192, -0.462, 0.066], [1.570, 1.406, -1.208], [0.758, -0.819, 1.713], [-0.955, 0.819, 0.323], [-0.105, -1.065, 0.669], [0.598, -0.321, 0.251], [-0.134, 0.091, -0.786], [-0.477, 0.603, -0.399], [-1.283, -0.012, 0.949], [0.258, 0.262, -1.002], [-0.055, -1.135, 0.382], [-0.577, -0.071, 0.481], [0.155, 0.296, -1.070], [-0.948, -0.637, -0.323], [-0.162, 0.088, -0.006], [0.633, -0.001, -0.629], [-0.544, -0.180, -0.167], [0.164, 0.026, -0.571], [0.372, 0.917, 0.343], [-1.429, -0.579, 2.088], [-0.275, 0.370, -1.149], [1.155, 1.262, -2.468], [-0.581, -1.682, 1.554], [-0.051, -0.995, 1.242], [-2.376, 1.652, -3.193], [0.362, 0.869, 0.148], [0.115, -0.893, -0.651], [0.746, 0.793, -0.257], [-0.266, -0.244, 0.224], [-0.040, -0.332, 0.364], [0.323, -0.805, 0.106], [-0.077, 0.188, 0.258], [0.719, 1.153, 0.496], [0.342, -0.121, -0.425], [0.644, 0.105, -0.555], [-0.387, -0.482, -0.244], [1.032, 0.412, 1.237], [0.447, 0.337, -0.001], [-0.280, -1.132, 1.445]]
}